[1]
Formula: H2N2O2S
Source: the OMol25 dataset
Level of theory: ωB97M-V/def2-TZVPD

```
7
Properties=species:S:1:pos:R:3:nbo_charge:R:1
H -1.03226 -1.82847 -0.89760 0.383
N -0.32276 -1.08169 -0.57916 -0.476
N -0.69684 0.08242 -0.37872 0.557
O -1.75666 0.61086 -0.32296 -0.345
O 0.41570 1.08986 -0.00114 -0.609
S 1.89804 0.83986 0.48444 0.407
H 1.49479 0.28715 1.69515 0.084
```

Its SMILES is [H]/N=[N+](\[O-])OS. The total energy comes out at -17937.50760 eV. The HOMO-LUMO gap is 9.566 eV. Its strongest force on any atom is 3.282 eV Å⁻¹. The spin multiplicity is 1. For the LUMO energy, the calculation gives 0.004 Ha. Its HOMO energy is -0.348 Eh.

***

[2]
Formula: C7H14
Source: the OMol25 dataset
Level of theory: ωB97M-V/def2-TZVPD

```
21
Properties=species:S:1:pos:R:3:nbo_charge:R:1
C -1.65500 0.47070 1.31567 -0.645
C -1.13539 -0.58276 0.15516 -0.390
C 0.36031 -0.68301 -0.25677 -0.063
C 1.20721 -1.79880 0.37459 -0.601
C 0.84381 -0.27933 -1.63465 -0.411
C 1.04190 0.67463 -0.50761 -0.219
C 0.15374 1.89262 -0.40021 -0.639
H -2.60574 0.03884 1.60043 0.211
H -0.97856 0.48289 2.18259 0.212
H -1.93077 1.54987 1.20172 0.216
H -1.42542 -1.55285 0.59021 0.216
H -1.75249 -0.43971 -0.74536 0.209
H 1.20649 -2.73825 -0.20427 0.207
H 0.87950 -2.04566 1.39079 0.208
H 2.25638 -1.47966 0.43763 0.208
H 1.73259 -0.78665 -2.00925 0.214
H 0.12112 -0.01673 -2.40429 0.209
H 2.03344 0.76573 -0.07425 0.209
H 0.61897 2.74512 0.10183 0.213
H -0.65917 1.57712 0.22740 0.235
H -0.31292 2.20589 -1.34137 0.202
```

Its SMILES is CC[C@@]1(C)C[C@H]1C. The total energy comes out at -7484.19050 eV. The HOMO-LUMO gap is 10.386 eV. Its strongest force on any atom is 1.302 eV Å⁻¹. The spin multiplicity is 1. For the LUMO energy, the calculation gives 0.041 Ha. Its HOMO energy is -0.341 Eh.

***

[3]
Formula: C25H32IrN4OS
Source: the OMol25 dataset
Level of theory: ωB97M-V/def2-TZVPD

```
64
Properties=species:S:1:pos:R:3:nbo_charge:R:1
Ir 0.04070 0.34908 -0.39888 1.375
C 0.08011 -2.71600 0.07110 -0.253
C 1.09753 -2.13254 1.02024 -0.251
N 1.76387 -0.98854 0.36980 -0.597
C 2.62981 -0.21637 1.26953 -0.278
C 1.81154 0.77663 2.04454 0.223
C 2.30833 1.52126 3.09692 -0.211
C 1.46214 2.41512 3.74048 -0.064
C 0.13291 2.51347 3.34884 -0.211
C -0.30564 1.74323 2.28962 0.222
C -1.71734 1.76777 1.77748 -0.279
N -1.90885 0.70527 0.78275 -0.591
C -2.22020 -0.61153 1.37082 -0.252
C -2.20328 -1.64234 0.27211 -0.250
N -0.88673 -1.69382 -0.41517 -0.576
N 0.53956 0.92452 1.64802 -0.431
H -0.44114 -3.54279 0.55579 0.256
H 0.60038 -3.12758 -0.79528 0.239
H 1.81778 -2.91154 1.28444 0.260
H 0.62933 -1.78992 1.94289 0.218
H 2.32054 -1.33482 -0.40968 0.430
H 3.37400 0.32064 0.67850 0.265
H 3.16896 -0.87096 1.95989 0.256
H 3.34068 1.41565 3.40318 0.272
H 1.83409 3.02624 4.55252 0.274
H -0.54875 3.18471 3.85424 0.271
H -1.91757 2.73512 1.31327 0.265
H -2.41135 1.64545 2.61380 0.255
H -2.66231 0.97088 0.14625 0.447
H -3.20482 -0.61140 1.84577 0.259
H -1.47758 -0.83494 2.13681 0.217
H -2.96025 -1.37780 -0.46853 0.234
H -2.47220 -2.62045 0.67402 0.256
H -1.07268 -1.90993 -1.39250 0.428
O 0.57809 1.97198 -1.66898 -0.990
S 0.13598 3.39527 -2.02807 1.209
C 1.54171 4.14363 -2.99405 -0.547
C 2.17454 3.17741 -3.93160 -0.117
C 3.02257 2.18385 -3.43158 -0.210
C 3.58914 1.25521 -4.28536 -0.196
C 3.32425 1.30954 -5.64994 -0.172
C 2.50672 2.31076 -6.15749 -0.202
C 1.92548 3.23281 -5.30305 -0.146
C -1.05063 3.09851 -3.40290 -0.597
C -2.39743 2.87288 -2.78609 0.018
C -3.25527 3.95414 -2.58474 -0.201
C -4.52674 3.75898 -2.07060 -0.169
C -4.94821 2.47632 -1.73884 -0.179
C -4.08392 1.39838 -1.89050 -0.238
C -2.80608 1.59596 -2.39420 -0.284
H 2.23358 4.50221 -2.23114 0.262
H 1.08149 4.99979 -3.48829 0.268
H 3.24026 2.16087 -2.36987 0.199
H 4.24588 0.48577 -3.90022 0.224
H 3.75308 0.57222 -6.31448 0.243
H 2.33386 2.37523 -7.22297 0.246
H 1.30787 4.02555 -5.70953 0.216
H -0.66818 2.24016 -3.95461 0.271
H -1.04158 3.99068 -4.02724 0.272
H -2.93300 4.95125 -2.86167 0.233
H -5.19460 4.59910 -1.93905 0.254
H -5.94641 2.31347 -1.35574 0.249
H -4.42667 0.40081 -1.64141 0.219
H -2.13854 0.74985 -2.54459 0.188
```

The net charge is +3. The total energy comes out at -48098.72024 eV. The HOMO-LUMO gap (spin up / spin down) is 4.849 / 4.805 eV. Its strongest force on any atom is 3.150 eV Å⁻¹. The spin multiplicity is 1. For the LUMO energy (spin up / spin down), the calculation gives -0.419 / -0.420 Ha. Its HOMO energy (spin up / spin down) is -0.597 / -0.597 Eh.

***

[4]
Formula: C10H20F4N2O6S2
Source: the OMol25 dataset
Level of theory: ωB97M-V/def2-TZVPD

```
44
Properties=species:S:1:pos:R:3:nbo_charge:R:1
C 2.71549 -1.04659 0.40707 -0.255
O 1.78567 -0.18195 1.03168 -0.546
C 2.41126 0.87257 1.73666 -0.063
C 2.82563 2.01116 0.78646 -0.427
C 1.73705 3.09912 0.56342 -0.414
C 0.60642 2.67116 -0.38532 -0.227
N -0.39657 1.74125 0.16631 -0.415
C -0.90213 2.17788 1.46839 -0.253
C -2.14847 1.42490 1.97068 -0.240
N -3.14256 1.04591 0.89616 -0.501
C -2.52829 0.73445 -0.41731 -0.334
S -1.67460 -0.86749 -0.40765 2.413
O -1.05722 -1.11592 0.83895 -0.872
O -2.58754 -1.86932 -0.79809 -0.869
F -0.64234 -0.71041 -1.55227 -0.431
C -1.54298 1.84994 -0.75649 -0.255
H 3.47206 -1.42386 1.11020 0.171
H 2.16878 -1.87555 -0.04516 0.223
H 3.26122 -0.53350 -0.40127 0.157
H 1.80908 1.22339 2.58125 0.168
H 3.34209 0.46587 2.16908 0.178
H 3.21560 1.67405 -0.17600 0.218
H 3.65345 2.54276 1.28035 0.211
H 1.40297 3.51956 1.51767 0.199
H 2.26129 3.91553 0.04866 0.226
H 0.12289 3.58708 -0.78291 0.171
H 1.06387 2.18028 -1.25320 0.222
H -1.10623 3.26637 1.43280 0.179
H -0.12394 2.02340 2.21787 0.252
H -1.92326 0.54079 2.56606 0.264
H -2.67496 2.10199 2.65168 0.230
H -3.83038 1.79495 0.80025 0.445
H -3.62929 0.19776 1.21247 0.461
H -3.33185 0.68923 -1.15826 0.274
H -1.22191 1.84535 -1.79756 0.262
H -2.01263 2.83550 -0.54144 0.177
C -0.50996 -4.55101 -2.15609 0.665
F -0.38088 -3.62206 -3.13217 -0.348
F 0.07590 -4.02544 -1.05430 -0.353
F -1.82779 -4.63196 -1.88548 -0.337
S 0.21997 -6.18137 -2.62682 2.355
O 1.60977 -5.85311 -2.86576 -0.997
O -0.53729 -6.54685 -3.80357 -0.991
O -0.02738 -6.99580 -1.45698 -0.992
```

The total energy comes out at -58495.45322 eV. The HOMO-LUMO gap is 5.145 eV. Its strongest force on any atom is 2.842 eV Å⁻¹. The spin multiplicity is 1. For the LUMO energy, the calculation gives -0.072 Ha. Its HOMO energy is -0.262 Eh.

***

[5]
Formula: C5H4N2O2S
Source: the OMol25 dataset
Level of theory: ωB97M-V/def2-TZVPD

```
14
Properties=species:S:1:pos:R:3:nbo_charge:R:1
O -2.12163 -1.42649 -1.21338 -0.363
N -1.08298 -0.74575 -1.17718 0.479
O -0.18167 -0.77933 -1.99388 -0.350
C -1.05783 0.41506 -0.35975 -0.106
C -0.04417 1.16073 -0.10256 -0.159
C 1.33274 0.83290 -0.21534 -0.278
C 1.77348 -0.32941 0.42017 0.022
N 0.89548 -1.00775 1.21751 -0.491
C -0.30084 -0.78514 1.44707 0.179
S -1.65112 -0.94675 2.18878 0.118
H -2.05950 0.63770 -0.02477 0.250
H -0.24016 2.14863 0.33310 0.240
H 1.92867 1.35612 -0.93340 0.239
H 2.80954 -0.53054 0.41362 0.220
```

Its SMILES is O=[N+]([O-])/C=C\C=C/N=C=S. The total energy comes out at -23154.24469 eV. The HOMO-LUMO gap is 7.575 eV. Its strongest force on any atom is 4.352 eV Å⁻¹. The spin multiplicity is 1. For the LUMO energy, the calculation gives -0.045 Ha. Its HOMO energy is -0.324 Eh.

***

[6]
Formula: C5H25NO6S
Source: the OMol25 dataset
Level of theory: ωB97M-V/def2-TZVPD

```
38
Properties=species:S:1:pos:R:3:nbo_charge:R:1
C -0.95142 3.27939 0.14934 -0.614
C -1.10653 2.05275 -0.74640 -0.421
C -1.31551 0.71171 -0.02132 -0.209
N -0.43960 -0.35950 -0.56627 -0.656
C 0.90054 0.03587 -0.97592 -0.251
C 1.98058 -0.97668 -0.55808 -0.530
S 1.69735 -2.41290 -1.64143 -0.045
H -1.74485 3.24527 0.91105 0.196
H -0.03521 3.18769 0.66718 0.213
H -1.25533 4.21107 -0.32586 0.222
H -1.90917 2.14721 -1.48546 0.210
H -0.25172 2.05926 -1.42333 0.205
H -2.38401 0.50720 -0.04158 0.209
H -1.05980 0.86410 1.03565 0.159
H -0.21869 -0.95989 0.22501 0.379
H 1.22441 1.04296 -0.66713 0.177
H 1.01391 0.22958 -2.03864 0.213
H 2.97563 -0.59945 -0.76337 0.213
H 1.79449 -1.18733 0.49157 0.226
H 2.01899 -3.40280 -0.79544 0.133
O 2.70080 1.72046 -3.03716 -0.931
H 2.69576 2.68080 -2.95917 0.472
H 2.90859 1.40359 -2.15500 0.463
O 0.57657 -0.69548 2.48264 -0.984
H 1.18314 -0.97802 3.16757 0.494
H -0.33619 -0.55532 2.74544 0.500
O -2.08583 -1.31704 -2.52450 -1.018
H -1.36889 -0.99904 -1.93059 0.502
H -1.81531 -1.67074 -3.36800 0.475
O 2.12229 1.77187 2.97534 -0.937
H 1.90449 1.35524 3.81349 0.462
H 2.04299 1.06365 2.32798 0.475
O -0.52830 -3.62837 1.71417 -0.942
H -1.44951 -3.74847 1.97469 0.482
H -0.37395 -2.75001 2.08307 0.458
O -2.85862 -2.61402 0.74984 -0.967
H -2.51585 -2.49052 -0.14862 0.497
H -3.73625 -2.22407 0.65924 0.470
```

Its SMILES is CCCNCCS.O.O.O.O.O.O. The total energy comes out at -30199.91863 eV. The HOMO-LUMO gap is 8.734 eV. Its strongest force on any atom is 2.892 eV Å⁻¹. The spin multiplicity is 1. For the LUMO energy, the calculation gives -0.005 Ha. Its HOMO energy is -0.326 Eh.